The following is a quantum chemistry calculation of an isolated molecule of CHF2NO, from the OMol25 dataset.

Structure (SMILES)   O=C(F)NF

The geometry in XYZ format:
```
6
Properties=species:S:1:pos:R:3:lowdin_charge:R:1
C 0.814 -0.160 0.008 -0.428
N -0.921 0.055 -0.553 0.064
O 1.401 0.709 0.500 0.198
F 1.134 -1.381 -0.149 0.192
F -1.236 1.275 -0.084 -0.110
H -1.192 -0.497 0.278 0.082
```

***

The following is a quantum chemistry calculation of a structure of composition C38H48BaIN7O4, from the OMol25 dataset.

The geometry in XYZ format:
```
99
Properties=species:S:1:pos:R:3:lowdin_charge:R:1
Ba 0.298 -0.645 0.291 2.114
O -1.620 -0.243 1.136 -0.480
C -2.497 -0.582 2.014 -0.388
C -3.749 0.085 2.098 -0.036
C -4.738 -0.325 2.957 -0.091
C -4.540 -1.421 3.806 -0.113
C -3.314 -2.042 3.805 -0.063
C -2.273 -1.640 2.951 -0.147
C -0.977 -2.250 3.133 -0.121
N 0.082 -2.013 2.460 -0.127
C 1.314 -2.646 2.879 -0.222
C 2.493 -1.678 2.763 -0.203
N 3.010 -1.664 1.407 0.022
C 3.545 -0.615 0.933 -0.131
C 3.620 0.723 1.567 -0.187
C 4.773 1.175 2.189 -0.059
C 4.804 2.418 2.804 -0.112
C 3.653 3.195 2.805 -0.101
C 2.506 2.773 2.155 -0.022
C 2.456 1.530 1.496 -0.418
O 1.405 1.112 0.833 -0.534
H -3.890 0.933 1.436 0.110
H -5.685 0.202 2.977 0.102
H -5.331 -1.756 4.462 0.093
H -3.132 -2.866 4.488 0.106
H -0.927 -2.955 3.978 0.126
H 1.243 -3.017 3.910 0.115
H 1.525 -3.495 2.218 0.104
H 2.203 -0.684 3.121 0.124
H 3.300 -2.048 3.403 0.129
H 3.989 -0.712 -0.065 0.121
H 5.651 0.538 2.194 0.115
H 5.709 2.769 3.283 0.093
H 3.647 4.148 3.321 0.098
H 1.617 3.393 2.148 0.104
C 0.231 -0.285 -3.624 -0.100
O -0.416 -0.026 -2.397 -0.311
C -1.827 -0.173 -2.487 -0.201
C -2.256 -1.645 -2.453 -0.177
O -2.622 -2.090 -1.159 -0.226
C -3.927 -1.691 -0.780 -0.074
H -0.070 0.450 -4.380 0.104
H 0.008 -1.287 -4.006 0.093
H 1.301 -0.220 -3.452 0.052
H -2.189 0.312 -3.400 0.112
H -2.225 0.352 -1.620 0.090
H -1.405 -2.268 -2.736 0.116
H -3.075 -1.825 -3.160 0.129
H -4.672 -2.191 -1.409 0.095
H -4.053 -0.607 -0.861 0.093
H -4.066 -1.981 0.259 0.089
I -4.277 3.250 -3.373 0.804
C -3.179 3.747 -1.637 -0.788
C -3.350 4.994 -1.059 -0.139
C -2.624 5.253 0.094 -0.066
C -1.779 4.277 0.597 -0.048
C -1.687 3.065 -0.069 -0.112
N -2.388 2.808 -1.175 0.028
H -4.017 5.724 -1.493 0.091
H -2.730 6.207 0.593 0.110
H -1.205 4.446 1.498 0.106
H -1.054 2.263 0.291 0.085
N 2.455 2.310 -1.942 0.133
C 3.700 1.706 -2.077 -0.320
C 4.738 2.031 -1.198 -0.046
C 5.981 1.438 -1.328 -0.095
C 6.232 0.528 -2.347 -0.116
C 5.226 0.244 -3.258 -0.105
C 3.977 0.832 -3.133 -0.062
H 2.212 2.569 -0.997 0.074
H 1.691 1.837 -2.400 0.069
H 4.552 2.743 -0.402 0.113
H 6.762 1.688 -0.620 0.104
H 7.205 0.061 -2.438 0.093
H 5.415 -0.441 -4.075 0.099
H 3.215 0.633 -3.877 0.096
C 0.054 -6.099 0.776 -0.153
C -1.047 -5.075 0.562 -0.173
N -0.470 -3.847 0.065 0.072
C 0.681 -3.738 -0.657 -0.408
N 1.003 -2.564 -1.109 -0.172
C 2.203 -2.480 -1.926 -0.240
C 3.292 -3.411 -1.414 -0.158
C 2.733 -4.821 -1.472 -0.150
N 1.441 -4.867 -0.802 -0.037
C 0.885 -6.174 -0.496 -0.150
H -0.369 -7.074 1.017 0.117
H 0.699 -5.788 1.600 0.113
H -1.564 -4.857 1.500 0.118
H -1.790 -5.476 -0.139 0.122
H -1.083 -3.045 0.013 0.082
H 2.550 -1.443 -1.931 0.083
H 1.967 -2.754 -2.965 0.118
H 3.527 -3.144 -0.384 0.091
H 4.196 -3.332 -2.020 0.118
H 3.401 -5.526 -0.972 0.121
H 2.631 -5.145 -2.516 0.126
H 1.715 -6.871 -0.374 0.120
H 0.267 -6.537 -1.329 0.129
```

***

The following is a quantum chemistry calculation of a structure of composition C15H26NO2PSr, from the OMol25 dataset.

The geometry in XYZ format:
```
46
Properties=species:S:1:pos:R:3:lowdin_charge:R:1
C 0.459 3.583 -3.471 -0.106
C -0.810 3.171 -3.064 -0.067
C -0.987 1.990 -2.302 -0.286
C 0.155 1.285 -1.952 -0.209
C 1.423 1.689 -2.325 -0.344
C 1.588 2.848 -3.112 -0.063
C -2.427 1.647 -1.913 -0.152
C -2.960 0.196 -1.919 -0.227
N -1.914 -0.846 -2.108 -0.508
Sr -0.771 -0.480 -0.239 1.305
C 2.637 0.890 -1.920 -0.307
P 2.062 -0.714 -1.204 0.791
H -1.696 3.729 -3.376 0.097
H 2.592 3.148 -3.424 0.103
H 0.575 4.469 -4.096 0.092
H 3.224 1.411 -1.146 0.095
H 3.298 0.695 -2.780 0.089
H -2.634 2.049 -0.898 0.108
H -3.112 2.174 -2.600 0.110
H -3.522 -0.008 -1.002 0.111
C 3.484 -1.168 -0.161 -0.301
C 2.343 -1.780 -2.661 -0.297
H -3.697 0.098 -2.740 0.128
C -1.375 -0.788 -3.515 -0.039
C -2.434 -2.210 -1.834 -0.109
H -0.621 -1.450 2.384 0.070
H -1.610 -1.737 -4.024 0.082
H -1.837 0.057 -4.044 0.106
H -0.283 -0.675 -3.506 0.060
H -2.698 -2.708 -2.776 0.088
H -1.649 -2.836 -1.374 0.078
H -3.303 -2.194 -1.163 0.093
H 3.412 -1.813 -2.910 0.042
H 2.001 -2.789 -2.393 0.031
H 1.768 -1.425 -3.526 0.032
H 4.426 -1.148 -0.728 0.042
H 3.533 -0.478 0.692 0.041
H 3.311 -2.184 0.220 0.034
H -0.658 -2.267 2.048 0.066
C 0.049 2.722 2.678 -0.015
C -0.153 1.700 1.594 -0.726
O -1.357 1.456 1.209 -0.214
O 0.865 1.093 1.119 -0.168
H -0.904 2.935 3.167 0.074
H 0.417 3.644 2.208 0.089
H 0.774 2.320 3.395 0.081
```

***

The following is a quantum chemistry calculation of a structure of composition C18H29AuN2O6P2, from the OMol25 dataset.

Expectation value of S²   2.010
Multiplicity   3

The geometry in XYZ format:
```
58
Properties=species:S:1:pos:R:3:mulliken_spin:R:1
C 2.343 -2.956 -2.514 0.010
C 1.506 -2.304 -1.605 0.014
N 1.096 -1.050 -1.845 0.149
C 1.591 -0.336 -2.844 -0.003
C 2.489 -0.904 -3.753 0.012
C 2.861 -2.230 -3.591 -0.004
C 1.187 -2.921 -0.269 0.020
P -0.299 -2.234 0.488 0.116
Au -0.386 -0.036 -0.307 0.732
P 0.367 1.783 -1.518 0.148
C 1.143 1.116 -3.019 0.000
O 3.198 -2.082 0.979 0.000
O 3.429 0.316 0.795 -0.005
H 2.623 -3.990 -2.313 0.002
H 2.869 -0.288 -4.565 0.002
H 3.569 -2.696 -4.270 0.000
C -1.857 -3.097 0.207 0.015
C 0.020 -2.218 2.264 0.005
H 1.999 1.759 -3.303 0.005
H 0.401 1.195 -3.849 0.010
H 2.067 -2.667 0.374 -0.025
H 1.136 -4.007 -0.330 0.010
C -0.863 3.015 -1.960 0.012
C 1.711 2.504 -0.560 0.004
H 3.128 0.874 3.129 0.000
H 4.344 0.559 0.527 0.002
H 3.375 -0.922 0.791 -0.003
H 3.908 -2.736 0.873 0.000
H -1.628 -0.195 -1.414 0.562
H 3.288 0.669 2.374 0.003
H -1.850 -4.085 0.693 0.003
H -2.677 -2.479 0.612 -0.002
H -2.034 -3.226 -0.879 -0.006
H -0.179 -3.225 2.673 0.008
H 1.069 -1.946 2.417 -0.011
H -0.643 -1.479 2.725 0.004
H 2.255 3.242 -1.193 0.013
H 1.252 3.030 0.289 0.000
H 2.385 1.720 -0.182 -0.013
H -0.404 3.847 -2.505 0.006
H -1.643 2.546 -2.583 -0.007
H -1.325 3.385 -1.027 -0.003
O -3.078 -0.161 1.003 0.007
C -2.572 0.886 1.428 0.017
O -1.348 1.305 1.228 0.164
C -3.424 1.810 2.268 0.023
C -2.896 2.989 2.838 0.006
C -3.692 3.823 3.620 0.000
C -5.042 3.487 3.844 -0.001
C -5.585 2.320 3.274 0.001
C -4.780 1.494 2.493 -0.003
N -5.852 4.315 4.664 0.000
O -5.339 5.346 5.166 0.000
O -7.049 3.995 4.864 0.000
H -1.849 3.252 2.666 0.000
H -3.277 4.729 4.061 0.000
H -6.633 2.080 3.457 0.000
H -5.198 0.594 2.052 0.000
```

***

| no. | electronic energy (eV) | M (g/mol) |
| --- | --- | --- |
| 1 | -10022.3339 | 81.0 |
| 2 | -67600.9390 | 931.1 |
| 3 | -31685.0856 | 371.0 |
| 4 | -56664.8492 | 628.4 |